(1)
# C21H29Cl2O4V

A molecular structure, C21H29Cl2O4V in a non-equilibrium geometry (ωB97M-V/def2-TZVPD, OMol25).

## Properties
Multiplicity: 2
F_max: 0.0372 hartree/bohr
Net charge: +1
Frontier orbital gap (alpha / beta): 0.2773 / 0.3030 Ha
LUMO (alpha / beta): -4.2 / -3.5 eV

Each line ends with the natural charge from an NBO analysis.
Geometry (Å):
O1 -2.2133 3.3258 -2.3586  -0.572
C1 -2.0724 3.3376 -3.8287  -0.064
C2 -2.6595 4.7177 -4.0282  -0.465
H1 -2.7040 2.5751 -4.3123  0.183
H2 -1.0219 3.2869 -4.1498  0.180
C3 -2.8705 4.6376 -2.5051  0.278
H3 -3.5661 4.7583 -4.6198  0.215
H4 -1.9457 5.4686 -4.3427  0.211
C4 -4.3580 4.6454 -2.1937  -0.627
H5 -4.9343 3.9609 -2.8231  0.216
H6 -4.7305 5.6499 -2.4037  0.220
H7 -4.5323 4.4481 -1.1348  0.212
C5 -2.1338 5.7246 -1.7544  -0.623
H8 -1.0825 5.7514 -2.0533  0.214
H9 -2.2462 5.5423 -0.6830  0.211
H10 -2.5948 6.6820 -2.0018  0.220
V1 1.3192 -1.9661 1.8622  1.146
C6 3.3093 -1.8699 2.9798  -0.203
C7 3.5973 -2.6848 1.8370  -0.230
C8 3.4661 -1.8728 0.6660  -0.192
H11 3.9846 -3.6972 1.8783  0.279
C9 3.0792 -0.5550 1.0713  -0.225
C10 2.9720 -0.5478 2.5049  -0.332
H12 2.7641 0.3290 3.1156  0.267
H13 3.4573 -2.1820 4.0056  0.254
H14 3.7232 -2.1793 -0.3422  0.270
H15 3.0110 0.3155 0.4246  0.265
C11 0.7131 -3.0290 3.8334  -0.269
C12 0.7256 -1.6157 4.0591  -0.231
C13 -0.2761 -1.0226 3.2342  -0.268
H16 1.3369 -1.0937 4.8000  0.262
C14 -0.9408 -2.0797 2.5215  -0.242
C15 -0.3429 -3.3127 2.9144  -0.176
H17 -0.6928 -4.3118 2.6416  0.273
H18 1.3146 -3.7689 4.3624  0.273
H19 -0.5513 0.0376 3.2236  0.261
H20 -1.8046 -1.9697 1.8639  0.272
O2 0.2825 -0.7139 0.2205  -0.579
C16 -0.1665 0.6558 0.3637  -0.054
C17 -0.1707 1.2395 -1.0403  -0.437
H21 0.5227 1.1623 1.0548  0.185
H22 -1.1615 0.6513 0.8361  0.184
C18 -0.4053 0.0063 -1.9320  -0.430
H23 0.8379 1.6418 -1.2396  0.200
H24 -0.9043 2.0451 -1.1669  0.284
C19 0.3231 -1.1033 -1.1883  -0.059
H25 -0.0747 0.1072 -2.9742  0.243
H26 -1.4764 -0.2473 -1.9002  0.216
H27 1.3724 -1.2094 -1.5072  0.178
H28 -0.1343 -2.0990 -1.2490  0.226
Cl1 3.5791 -6.1138 -0.0695  0.026
C20 2.0099 -5.8986 0.7215  -0.307
Cl2 2.1792 -5.7388 2.4947  -0.028
C21 1.3337 -4.6613 0.0740  0.767
O3 0.9439 -4.8128 -1.0663  -0.572
O4 1.2239 -3.5666 0.7773  -0.766
H29 1.3865 -6.7795 0.5268  0.261

***

(2)
# C21H34Ge2N3Pt

A molecular structure, C21H34Ge2N3Pt in a non-equilibrium geometry (ωB97M-V/def2-TZVPD, OMol25).

## Properties
Multiplicity: 4
F_max: 0.0238 hartree/bohr
Net charge: +2
Frontier orbital gap (alpha / beta): 0.3156 / 0.2253 Ha
LUMO (alpha / beta): -5.1 / -8.2 eV

Each line ends with the natural charge from an NBO analysis.
Geometry (Å):
Pt1 -0.4542 0.1828 -0.0163  0.874
C1 1.2689 -2.3355 -0.2011  -0.252
C2 0.9596 -1.9859 1.2543  -0.247
N1 1.0167 -0.5184 1.4589  -0.607
C3 2.3440 0.1148 1.2570  -0.258
C4 2.2043 1.4719 0.5786  -0.249
N2 1.2156 1.4554 -0.5327  -0.605
C5 1.6706 0.9613 -1.8572  -0.249
C6 1.8924 -0.5411 -1.8520  -0.251
N3 0.7942 -1.2759 -1.1462  -0.624
H1 0.7820 -3.2799 -0.4387  0.250
H2 2.3346 -2.4876 -0.3633  0.219
H3 1.6433 -2.5144 1.9225  0.237
H4 -0.0562 -2.2891 1.5092  0.238
H5 0.6529 -0.2969 2.3805  0.422
H6 2.9664 -0.5651 0.6816  0.212
H7 2.8451 0.2521 2.2156  0.250
H8 3.1763 1.8161 0.2186  0.237
H9 1.8428 2.2045 1.2996  0.234
H10 0.8688 2.4021 -0.6554  0.427
H11 2.5847 1.4700 -2.1720  0.238
H12 0.8844 1.2226 -2.5654  0.231
H13 2.8355 -0.7995 -1.3776  0.214
H14 1.9666 -0.8819 -2.8848  0.249
H15 0.1806 -1.6941 -1.8355  0.420
C7 -2.5930 0.4169 -3.4221  -1.074
Ge1 -3.5670 -0.6299 -2.1106  1.291
C8 -2.9627 -2.4754 -2.1412  -1.068
C9 -5.4903 -0.4274 -2.1665  -1.067
Ge2 -2.8864 0.2731 0.1252  0.712
C10 -3.1338 2.1723 0.3528  -0.478
C11 -2.7226 2.8415 1.5162  -0.147
C12 -2.9027 4.2108 1.6431  -0.221
C13 -3.4974 4.9288 0.6133  -0.162
C14 -3.9049 4.2812 -0.5461  -0.182
C15 -3.7106 2.9156 -0.6836  -0.211
C16 -3.3583 -0.8143 1.6410  -0.483
C17 -4.1538 -1.9464 1.4406  -0.203
C18 -4.5288 -2.7415 2.5144  -0.195
C19 -4.0885 -2.4334 3.7939  -0.151
C20 -3.2795 -1.3229 4.0072  -0.223
C21 -2.9164 -0.5180 2.9388  -0.156
H16 -2.8650 0.0941 -4.4284  0.260
H17 -1.5208 0.2585 -3.2890  0.209
H18 -2.8055 1.4810 -3.3339  0.247
H19 -3.2498 -2.9356 -3.0881  0.261
H20 -3.3916 -3.0621 -1.3312  0.249
H21 -1.8748 -2.5159 -2.0629  0.198
H22 -5.8428 -0.8123 -3.1258  0.260
H23 -5.7774 0.6190 -2.0817  0.250
H24 -5.9646 -0.9930 -1.3665  0.250
H25 -2.2833 2.2948 2.3417  0.195
H26 -2.5952 4.7177 2.5484  0.234
H27 -3.6503 5.9950 0.7162  0.238
H28 -4.3786 4.8421 -1.3410  0.236
H29 -4.0346 2.4281 -1.5955  0.210
H30 -4.5091 -2.2013 0.4492  0.211
H31 -5.1670 -3.6002 2.3533  0.237
H32 -4.3813 -3.0563 4.6286  0.238
H33 -2.9490 -1.0796 5.0085  0.233
H34 -2.3078 0.3589 3.1286  0.192

***

(3)
# C18H18ClLuO5

A molecular structure, C18H18ClLuO5 in a non-equilibrium geometry (ωB97M-V/def2-TZVPD, OMol25).

## Properties
Multiplicity: 1
F_max: 0.0446 hartree/bohr
Net charge: 0
Frontier orbital gap (alpha / beta): 0.1462 / 0.1462 Ha
LUMO (alpha / beta): -3.4 / -3.4 eV

Each line ends with the natural charge from an NBO analysis.
Geometry (Å):
C1 4.0065 -0.7601 1.9284  -0.359
C2 4.2977 -0.7685 0.5258  -0.339
C3 3.7103 0.3956 -0.0595  -0.375
H1 4.9602 -1.4757 0.0521  0.250
C4 3.0537 1.1310 0.9748  -0.368
C5 3.2320 0.4278 2.2079  -0.422
H2 2.9246 0.7577 3.2073  0.239
H3 4.4404 -1.4435 2.6432  0.253
H4 3.7459 0.6499 -1.1164  0.225
H5 2.5420 2.0970 0.8651  0.214
C6 -1.9219 -3.0596 -0.7926  -0.254
C7 -0.6735 -3.1341 -0.2241  -0.199
C8 -0.7606 -2.8274 1.2820  0.033
H6 0.2874 -3.2747 -0.7259  0.217
C9 -2.2737 -2.6390 1.4528  -0.150
C10 -2.9050 -2.7623 0.2486  -0.277
H7 -3.9671 -2.6339 0.0494  0.201
H8 -2.1911 -3.1754 -1.8424  0.204
H9 -0.5208 -3.7337 1.8808  0.175
H10 -2.6748 -2.2898 2.3974  0.206
Lu1 1.7837 -1.0514 0.8122  1.987
O1 0.7209 0.1306 -0.5906  -0.856
C11 -0.0229 0.7403 -1.5852  -0.124
C12 -0.3717 2.1102 -1.1655  0.239
H11 0.5358 0.7786 -2.5391  0.219
H12 -0.9772 0.2358 -1.8098  0.186
H13 0.4221 2.6558 -0.6796  0.219
H14 -0.9696 4.6135 -0.4056  0.231
C13 -1.8330 4.0653 -0.7866  -0.063
C14 -1.6332 2.6954 -1.1949  -0.209
C15 -2.8266 1.9784 -1.6008  -0.066
H15 -2.7507 0.9170 -1.8553  0.239
C16 -4.0639 2.5980 -1.6489  -0.233
H16 -4.9320 2.0076 -1.9700  0.240
C17 -4.2027 3.9496 -1.2879  -0.074
H17 -5.1889 4.4154 -1.3241  0.235
C18 -3.0762 4.6804 -0.8546  -0.246
H18 -3.1927 5.7306 -0.5687  0.240
O2 4.6795 -3.6697 1.1237  -0.793
Cl1 3.2234 -3.6852 1.1241  1.837
O3 2.7360 -2.7853 -0.1184  -0.931
O4 2.6675 -2.8892 2.2961  -0.827
O5 -0.0399 -1.7029 1.6747  -0.925

***

(4)
# C24H21AsAuN4O

A molecular structure, C24H21AsAuN4O in a non-equilibrium geometry (ωB97M-V/def2-TZVPD, OMol25).

## Properties
Multiplicity: 1
F_max: 0.0264 hartree/bohr
Net charge: +1
Frontier orbital gap: 0.3349 Ha
LUMO: -2.2 eV

Each line ends with the natural charge from an NBO analysis.
Geometry (Å):
Au1 -2.0222 0.9559 -0.8401  0.635
N1 -1.1814 4.9487 -1.4430  -0.484
C1 -1.8660 4.7272 -2.6102  -0.078
C2 -2.3119 3.4484 -2.5427  -0.060
N2 -1.9079 2.8926 -1.3553  -0.509
C3 -1.2265 3.8268 -0.6891  0.349
C4 -0.6158 3.6497 0.6177  0.255
N3 -0.7297 2.5640 1.3498  -0.426
C5 -0.0401 2.7988 2.5008  -0.084
C6 0.5143 4.0463 2.4661  -0.076
N4 0.1401 4.5824 1.2668  -0.496
H1 -0.7884 5.8356 -1.1802  0.429
H2 -1.9886 5.4750 -3.3722  0.245
H3 -2.8796 2.8833 -3.2592  0.243
H4 0.0062 2.0592 3.2833  0.226
H5 1.1080 4.5857 3.1831  0.236
H6 0.4295 5.4849 0.9326  0.420
O1 -1.9759 -1.0373 -0.5150  -1.119
As1 -0.3953 -1.3946 -0.0676  1.941
C7 -0.3871 -1.6638 1.8319  -0.322
C8 -1.6265 -1.9298 2.4055  -0.225
C9 -1.7087 -2.2327 3.7551  -0.186
C10 -0.5583 -2.2468 4.5315  -0.181
C11 0.6793 -1.9952 3.9552  -0.207
C12 0.7721 -1.7219 2.5996  -0.220
C13 -0.0546 -3.0695 -0.9421  -0.424
C14 -1.0610 -4.0275 -0.8458  -0.193
C15 -0.9352 -5.2228 -1.5322  -0.187
C16 0.1903 -5.4540 -2.3125  -0.179
C17 1.1928 -4.5001 -2.4051  -0.222
C18 1.0746 -3.3014 -1.7169  -0.145
C19 0.9509 -0.1956 -0.7585  -0.315
C20 0.8799 0.0581 -2.1283  -0.232
C21 1.7828 0.9226 -2.7208  -0.199
C22 2.7597 1.5408 -1.9484  -0.186
C23 2.8413 1.2742 -0.5902  -0.210
C24 1.9382 0.4058 0.0071  -0.219
H7 -2.5150 -1.8889 1.7868  0.244
H8 -2.6675 -2.4629 4.1992  0.229
H9 -0.6258 -2.4562 5.5907  0.228
H10 1.5763 -2.0246 4.5593  0.228
H11 1.7412 -1.5771 2.1389  0.215
H12 -1.9376 -3.8141 -0.2455  0.228
H13 -1.7109 -5.9729 -1.4597  0.227
H14 0.2848 -6.3844 -2.8566  0.227
H15 2.0688 -4.6870 -3.0115  0.226
H16 1.8526 -2.5501 -1.7761  0.214
H17 0.1151 -0.4332 -2.7203  0.237
H18 1.7353 1.1131 -3.7847  0.228
H19 3.4661 2.2182 -2.4101  0.227
H20 3.6072 1.7444 0.0129  0.227
H21 2.0100 0.2026 1.0659  0.222

***

(5)
# C3H68BNO32P

31 unconnected molecules or ions with the total composition C3H68BNO32P in a non-equilibrium geometry (ωB97M-V/def2-TZVPD, OMol25).

## Properties
Multiplicity: 1
F_max: 0.0264 hartree/bohr
Net charge: +1
Frontier orbital gap: 0.3157 Ha
LUMO: -3.5 eV

Each line ends with the Löwdin charge.
Geometry (Å):
C1 3.7265 -1.6432 1.4707  0.225
C2 2.6609 -1.1044 1.4790  -0.176
N1 1.5689 -0.2829 1.1658  -0.049
P1 0.5770 -1.0712 -0.1885  0.878
O1 1.4265 -2.0686 -0.8375  -0.339
B1 2.0402 1.1278 0.6353  -0.552
C3 3.1703 1.1800 -0.3941  0.060
O2 1.3657 2.1822 1.1519  0.194
H1 4.6938 -2.1034 1.4831  0.056
H2 0.9661 -0.2093 1.9997  0.139
H3 0.1622 -0.0331 -1.0470  0.049
H4 -0.5126 -1.6272 0.4969  0.041
H5 3.8214 2.0082 -0.1369  0.110
H6 3.7326 0.2565 -0.4228  0.036
H7 2.7212 1.3348 -1.3758  0.095
H8 0.4525 2.2331 0.8310  0.134
O3 3.8889 -4.6072 2.4415  -0.051
H9 2.9323 -4.5438 2.3694  0.014
H10 4.0680 -5.5138 2.1735  0.039
O4 -0.1593 -2.5487 -3.2642  -0.054
H11 0.5638 -2.7081 -2.6455  -0.005
H12 -0.9244 -2.9846 -2.8741  0.042
O5 2.6826 0.5331 4.3700  -0.026
H13 2.0741 -0.2019 4.5115  -0.001
H14 2.6389 0.6703 3.4229  -0.008
O6 -1.0181 2.0689 3.1415  -0.044
H15 -0.7154 2.6401 3.8674  0.016
H16 -0.2721 2.0274 2.5405  -0.020
O7 -0.1963 4.1204 5.0947  -0.064
H17 0.6780 4.3007 5.4501  0.043
H18 -0.7044 4.9150 5.3070  0.014
O8 1.2838 6.2494 4.0841  -0.056
H19 2.1769 6.5986 4.2143  0.006
H20 1.3621 5.6438 3.3429  0.030
O9 -1.0225 0.9566 -2.8279  -0.071
H21 -1.9872 1.0693 -2.8445  0.045
H22 -0.8913 0.0440 -3.1219  0.033
O10 -3.9936 0.7755 -1.7028  -0.060
H23 -4.1166 -0.1562 -1.4937  -0.001
H24 -4.3067 1.2286 -0.9111  0.004
O11 -2.6837 0.5071 -5.7474  -0.057
H25 -1.7714 0.5838 -5.4554  -0.013
H26 -3.0099 1.4151 -5.7294  0.004
O12 0.6937 3.5011 -2.7693  -0.043
H27 1.5026 3.2891 -2.2956  0.023
H28 0.1924 2.6771 -2.8227  -0.014
O13 0.4790 -1.5240 4.2865  -0.044
H29 0.4077 -2.4658 4.4819  0.065
H30 -0.0525 -1.0946 4.9699  0.079
O14 -1.4525 -3.0388 2.1908  -0.056
H31 -1.2242 -2.3676 2.8465  0.013
H32 -0.6098 -3.3076 1.8132  0.015
O15 -3.8237 1.1454 1.4617  -0.054
H33 -2.9616 1.3529 1.8383  0.001
H34 -4.3671 1.9135 1.6656  0.050
O16 -4.7405 -2.2600 -1.4463  -0.049
H35 -5.2042 -3.0419 -1.7669  0.042
H36 -4.5374 -2.4711 -0.5290  0.035
O17 1.6473 -6.6181 2.3198  -0.049
H37 0.6881 -6.5683 2.2577  0.056
H38 1.8495 -7.5222 2.0479  0.065
O18 3.8541 7.9577 4.5176  -0.054
H39 4.1656 8.5002 5.2472  0.022
H40 4.6030 7.9467 3.9183  0.031
O19 6.3129 9.0094 5.4765  -0.046
H41 6.6089 9.5572 6.2106  0.052
H42 7.0630 8.9978 4.8739  0.049
O20 3.2940 -7.8435 4.4453  -0.055
H43 2.6325 -7.7681 5.1384  0.039
H44 3.0358 -7.1857 3.7902  -0.020
O21 0.3035 1.8209 -5.5043  -0.040
H45 0.4105 1.2841 -4.7141  0.007
H46 0.5053 2.7159 -5.2062  0.042
O22 -6.1861 -3.1327 -4.4182  -0.045
H47 -5.7358 -2.5279 -3.8222  0.018
H48 -5.4868 -3.4576 -4.9990  0.010
O23 2.1555 -0.5118 -7.0664  -0.061
H49 2.1429 0.0817 -7.8228  0.037
H50 1.6505 -0.0389 -6.3978  -0.004
O24 -3.1227 3.6452 -5.6317  -0.040
H51 -3.1051 4.2970 -6.3387  0.048
H52 -3.0891 4.1622 -4.8216  0.042
O25 -6.5361 0.7761 -0.3581  -0.050
H53 -7.1631 0.0927 -0.1008  0.030
H54 -6.7072 0.9015 -1.2980  0.052
O26 5.1353 -1.1149 -1.3013  -0.056
H55 5.8617 -1.6525 -1.6447  0.019
H56 4.3582 -1.6762 -1.4001  0.031
O27 6.5671 -3.6199 -1.9950  -0.038
H57 7.3153 -4.1155 -2.3441  0.065
H58 5.8128 -4.2049 -2.1190  0.056
O28 -3.6339 -4.2302 -5.9492  -0.042
H59 -2.6832 -4.0885 -5.9205  0.042
H60 -3.7527 -4.9689 -6.5539  0.048
O29 -2.4552 6.1636 5.1630  -0.040
H61 -3.1073 5.9910 5.8491  0.047
H62 -2.7988 6.9253 4.6876  0.048
O30 -6.6775 -2.1067 1.2092  -0.048
H63 -6.5154 -2.6349 1.9970  0.042
H64 -6.5301 -1.2004 1.5009  0.027
O31 6.7775 -3.3075 1.3642  -0.051
H65 6.1429 -3.9982 1.5869  0.014
H66 6.6829 -3.1823 0.4114  0.006
O32 -9.0879 -1.5944 -4.5327  -0.063
H67 -8.2380 -1.9048 -4.2014  -0.001
H68 -9.5848 -2.4023 -4.6871  0.033

***

(6)
# C9H16FINO

A gas-phase ion, C9H16FINO (charge +1) in a non-equilibrium geometry (ωB97M-V/def2-TZVPD, OMol25).

## Properties
Multiplicity: 1
SMILES: C=C/C=C(\F)[C@H]([C@H](C)I)[N@H+](C)CO
F_max: 0.1019 hartree/bohr
Net charge: +1
Frontier orbital gap: 0.3375 Ha
LUMO: -3.1 eV

Each line ends with the natural charge from an NBO analysis.
Geometry (Å):
C1 0.1110 1.2976 -4.2376  -0.296
C2 -0.0527 0.3472 -3.3532  -0.260
C3 0.3239 0.5572 -1.9790  -0.222
C4 0.1098 -0.4430 -1.0715  0.347
C5 1.4103 -1.4024 2.4588  -0.666
C6 -1.8508 -0.8144 1.0299  -0.472
C7 -1.0762 1.5278 1.0763  0.110
C8 0.4489 -0.2827 0.3667  -0.176
C9 1.3404 -1.4247 0.9018  -0.297
N1 -0.7490 0.0807 1.2237  -0.378
O1 -0.0919 2.3513 1.5921  -0.687
F1 -0.2130 -1.7420 -1.3757  -0.329
I1 3.2615 -1.2882 -0.2026  0.149
H1 -0.2489 1.3269 -5.3073  0.234
H2 0.7168 2.0736 -3.8867  0.185
H3 -0.7463 -0.5600 -3.4716  0.229
H4 0.8049 1.4418 -1.6308  0.220
H5 1.5660 -0.3696 2.8101  0.212
H6 0.5992 -1.8893 2.8456  0.212
H7 2.2627 -2.0569 2.9489  0.273
H8 -2.5829 -0.6461 0.2289  0.264
H9 -1.6204 -1.9077 1.0504  0.266
H10 -2.4566 -0.7573 2.0314  0.236
H11 -1.2036 1.7664 0.0069  0.203
H12 -1.9353 1.6667 1.5870  0.190
H13 1.1329 0.5980 0.4629  0.264
H14 1.0862 -2.4398 0.8153  0.233
H15 -0.5409 0.0119 2.2110  0.452
H16 0.1940 2.9768 0.8682  0.506